[1]
# C25H54O23S2

A 9-piece molecular cluster, C25H54O23S2 overall in a non-equilibrium geometry (wB97M-V/def2-TZVPD, the OMol25 dataset).

XYZ file:
```
104
Properties=species:S:1:pos:R:3:forces:R:3
C -2.567010 -4.537963 -0.795412 0.2 0.0 0.0
S -4.028798 -3.936610 0.087066 0.0 0.3 -0.5
O -4.499683 -4.950251 1.060093 0.2 -0.5 0.2
C -3.200852 -2.676966 1.048917 -0.3 0.6 0.1
H -2.029702 -3.658956 -1.159194 -0.1 0.0 0.0
H -2.873585 -5.155391 -1.637114 -0.1 0.0 0.0
H -1.903933 -5.121263 -0.154068 -0.1 0.1 0.2
H -3.920765 -2.468808 1.842389 0.2 -0.2 0.2
H -3.117137 -1.733107 0.514512 0.1 -0.2 -0.4
H -2.209810 -2.961991 1.396249 -0.1 -0.2 0.2
C 1.249440 -0.237887 0.312728 -0.2 0.5 1.1
S -0.022184 -0.254309 -0.936086 0.2 -0.6 -0.7
O -1.303406 -0.531281 -0.221083 0.1 0.1 0.1
C -0.038029 1.500399 -1.286679 0.0 0.6 0.0
H 1.449527 -1.207480 0.760137 -0.1 -0.3 -0.6
H 0.797766 0.339653 1.129748 0.2 0.3 -0.1
H 2.174121 0.211664 -0.040029 0.0 0.0 -0.1
H 0.783095 1.875019 -1.901062 0.4 -0.4 0.3
H -0.073884 2.021644 -0.328205 -0.1 0.2 -0.1
H -0.924451 1.716286 -1.882746 -0.3 -0.2 0.3
C -3.578482 -0.026431 -1.995046 0.4 -0.7 0.8
O -4.802556 -0.192168 -2.671814 -0.1 0.9 -0.7
C -5.740653 -0.914878 -2.079171 -0.4 0.5 -0.7
O -5.677212 -1.519560 -1.068166 0.6 -0.8 1.6
O -6.820424 -0.831487 -2.835689 -0.7 0.8 -1.1
C -7.995262 -1.490239 -2.391414 0.6 -1.4 -0.3
H -3.709001 0.282661 -0.962157 -0.2 -0.1 0.1
H -2.974177 0.731836 -2.476788 -0.2 0.0 -0.5
H -3.065689 -0.982309 -1.994022 0.3 0.0 0.1
H -8.679859 -1.511566 -3.231845 -0.2 0.5 0.0
H -8.416725 -1.054368 -1.494006 0.0 0.1 0.1
H -7.721278 -2.539749 -2.234552 -0.3 0.1 0.5
C 5.148245 2.061735 -4.466025 0.1 0.9 0.5
O 3.968411 2.089716 -5.261517 0.5 -0.2 -0.7
C 2.818158 1.890379 -4.637803 0.2 0.5 -0.5
O 2.679969 1.718045 -3.466601 -0.2 -0.4 1.4
O 1.856710 1.961566 -5.527725 -0.6 0.1 -0.7
C 0.509177 1.805423 -5.067322 0.0 -0.4 0.0
H 5.290099 3.051636 -4.015817 -0.2 -0.2 0.1
H 6.018169 1.930277 -5.098992 -0.2 -0.5 -0.3
H 5.066302 1.317839 -3.678857 0.1 -0.1 -0.1
H 0.153155 2.694074 -4.548928 0.2 0.0 0.1
H 0.418003 0.923831 -4.430133 0.1 0.1 0.1
H -0.085827 1.634254 -5.958902 0.0 0.1 -0.1
C 5.296144 -0.040952 -0.237397 -0.4 -0.1 -1.3
O 5.765943 -1.364776 -0.531437 1.0 0.5 0.2
C 4.856578 -2.318225 -0.495257 1.0 -0.1 0.2
O 3.698190 -2.109349 -0.347959 -1.9 -0.4 0.0
O 5.483509 -3.483771 -0.592217 0.7 0.3 -0.1
C 4.738532 -4.658284 -0.763451 -0.5 -1.2 -0.3
H 4.758145 0.334346 -1.118511 -0.1 -0.2 0.2
H 6.172263 0.588964 -0.149758 0.1 -0.1 0.5
H 4.612166 -0.044270 0.604716 0.2 0.1 0.2
H 3.906025 -4.754543 -0.071466 -0.1 0.2 0.0
H 5.400658 -5.506760 -0.600430 0.2 0.2 0.2
H 4.401881 -4.778530 -1.795478 -0.2 0.3 0.0
C 0.944420 -4.296054 -1.555068 0.4 -0.7 -0.7
O 0.634957 -3.728687 -0.312949 -0.4 0.7 0.3
C 0.969442 -4.433951 0.760110 -0.9 0.6 -0.7
O 1.441705 -5.518862 0.753797 1.2 -1.8 0.1
O 0.604466 -3.759432 1.817369 -0.3 0.8 1.3
C 1.065645 -4.289879 3.077169 0.7 0.3 -0.6
H 0.951464 -5.385357 -1.517895 -0.1 0.0 0.1
H 1.940246 -3.983347 -1.851132 0.1 0.2 -0.2
H 0.199835 -3.978001 -2.274627 0.0 0.2 0.0
H 0.628638 -5.255127 3.308137 -0.2 0.0 0.0
H 0.838076 -3.523697 3.802193 -0.3 0.0 0.2
H 2.154358 -4.378593 3.011803 -0.1 -0.2 0.1
C 1.832662 0.541808 4.734359 0.8 -0.2 0.9
O 1.216191 1.532292 5.571276 0.7 -0.7 0.3
C 0.677110 2.566744 4.969910 -0.7 -0.3 -0.3
O 0.520362 2.704423 3.792820 0.3 0.1 -1.2
O 0.228791 3.392042 5.884261 0.1 0.4 1.7
C -0.354052 4.578912 5.426951 -0.5 1.1 -1.8
H 1.109141 -0.003526 4.139165 0.0 0.2 -0.3
H 2.312756 -0.132212 5.448080 -0.4 -0.1 0.0
H 2.690205 0.936263 4.184207 -0.5 0.3 -0.4
H 0.376217 5.241057 4.945988 0.2 -0.2 0.3
H -0.852329 5.155319 6.195178 0.1 -0.5 0.6
H -1.073110 4.382699 4.623838 -0.1 -0.2 0.3
C 2.205339 5.278232 2.558930 0.4 -1.0 0.6
O 2.191000 4.797697 1.203974 -1.3 1.1 1.1
C 3.199735 4.053299 0.847192 -0.5 1.0 -1.7
O 4.133942 3.715214 1.472670 1.9 -1.0 2.3
O 3.067187 3.854341 -0.449063 -0.8 -0.1 -1.3
C 4.079040 3.123442 -1.099822 0.6 -0.1 -0.1
H 3.036065 5.953705 2.755149 0.0 0.1 -0.3
H 2.317798 4.415802 3.221122 0.0 0.1 0.0
H 1.254139 5.731439 2.801956 -0.1 0.2 -0.5
H 3.703918 2.134951 -1.339030 0.1 -0.1 0.1
H 4.971147 3.102180 -0.474364 0.0 -0.2 0.0
H 4.332651 3.616502 -2.033710 -0.2 0.2 0.0
C -2.931528 0.763562 2.193555 0.5 1.0 0.7
O -4.233108 0.559631 1.648302 0.0 -0.3 -0.3
C -4.789473 1.625203 1.062063 -0.2 -0.8 0.3
O -4.338729 2.729556 1.082049 0.2 0.8 -0.3
O -5.939170 1.229961 0.495589 0.3 0.0 0.1
C -6.613039 2.148719 -0.357380 -0.6 0.6 0.2
H -2.271396 1.317593 1.529099 -0.2 -0.2 -0.3
H -2.462892 -0.184299 2.430730 -0.4 -0.3 -0.2
H -2.984911 1.372313 3.103902 -0.2 -0.2 0.0
H -6.437431 3.197074 -0.111946 0.4 -0.2 0.1
H -7.680424 1.999237 -0.193093 0.1 -0.3 -0.2
H -6.357064 1.973047 -1.401040 0.1 -0.1 0.0
```
Positions in Å, forces in eV/Å.

Computed properties:
Calculated total energy ... -95561.564 eV


[2]
# C25H55BN3O4P

A 3-piece molecular cluster, C25H55BN3O4P overall in a non-equilibrium geometry (wB97M-V/def2-TZVPD, the OMol25 dataset).

XYZ file:
```
89
Properties=species:S:1:pos:R:3:forces:R:3
C 6.413969 -0.316530 2.110344 -0.5 0.2 0.5
C 5.982028 1.054960 1.614007 0.3 -0.1 -0.4
N 4.704771 0.998783 0.884616 0.1 0.3 0.6
C 3.573158 0.547798 1.717527 -0.4 -0.4 -0.7
C 2.596725 -0.329491 0.925051 -0.2 0.4 0.3
P 0.787467 0.148040 1.287742 0.2 -0.1 -0.3
B -1.080035 0.677618 1.672750 -0.2 0.0 0.1
C -1.686504 2.075864 1.311459 0.0 -0.6 -0.6
O -1.902453 -0.281950 2.254694 -0.1 0.6 -0.1
C 4.458090 2.305920 0.325760 0.1 0.1 -1.1
C 4.204793 3.480598 1.258173 -0.3 -0.7 0.1
O 4.485955 2.474959 -0.872184 0.0 -0.1 0.8
H 6.063032 -1.090059 1.435919 0.2 -0.1 -0.3
H 5.966262 -0.524116 3.081712 0.0 -0.1 0.1
H 7.487351 -0.364211 2.247360 0.2 -0.1 -0.1
H 6.729837 1.410915 0.905162 0.0 0.1 -0.1
H 5.981736 1.779002 2.435438 -0.1 0.0 0.2
H 3.006649 1.392003 2.123318 0.1 0.3 0.2
H 3.935851 -0.020506 2.565041 0.2 0.1 0.2
H 2.722277 -1.384467 1.153416 0.1 -0.2 0.0
H 2.744873 -0.181432 -0.141771 0.0 -0.1 -0.2
H 1.108508 0.201043 2.712131 0.0 -0.1 0.1
H 0.332881 -1.131806 0.780846 0.0 0.0 0.1
H 0.954910 1.285360 0.379255 0.1 0.1 0.1
H -2.765380 2.051608 1.415419 -0.2 0.3 0.2
H -1.244931 2.863165 1.920254 0.0 0.1 0.2
H -1.470138 2.343475 0.275575 0.2 0.1 -0.1
H -1.696569 -0.479882 3.164606 0.2 -0.5 0.3
H 4.062476 3.147812 2.280838 0.1 0.1 0.2
H 5.038745 4.168567 1.215866 0.1 0.2 -0.1
H 3.285108 3.952559 0.932904 0.0 0.3 -0.1
C -7.510865 0.807510 -0.034614 0.1 0.1 -0.2
C -6.794608 1.500981 1.154699 -0.3 -0.8 -0.6
C -7.771751 1.852426 2.284972 -0.1 0.3 0.2
C -8.620151 3.098810 2.046211 0.0 -0.1 -0.1
C -7.735422 4.275488 1.645868 -0.1 -0.1 0.3
C -6.866359 3.961418 0.430918 -0.3 0.3 -0.8
N -6.064699 2.722929 0.691910 0.0 0.4 1.4
O -5.040176 2.975655 1.433119 0.1 -0.1 -0.5
C -7.757242 3.829677 -0.815738 0.0 -0.1 0.0
C -5.907228 5.111579 0.156687 0.2 0.1 0.1
C -5.789931 0.494794 1.704559 0.2 0.0 0.1
H -7.569315 1.427546 -0.922753 0.0 0.0 0.1
H -6.966116 -0.084583 -0.341392 0.0 0.0 0.1
H -8.524938 0.502764 0.226791 0.0 0.0 0.0
H -7.197634 2.006616 3.203681 0.1 0.0 -0.1
H -8.414602 0.989548 2.465904 0.0 -0.1 0.0
H -9.383261 2.907010 1.287067 0.0 0.0 0.0
H -9.160271 3.345222 2.962342 0.0 0.0 0.0
H -8.345809 5.153423 1.425013 0.0 0.0 -0.1
H -7.093368 4.543634 2.490537 0.1 0.0 -0.1
H -7.167342 3.537227 -1.685347 0.0 0.0 0.0
H -8.211925 4.796255 -1.031618 0.1 0.1 0.1
H -8.573594 3.121447 -0.700294 0.0 0.0 0.0
H -5.301060 5.355812 1.025909 0.0 -0.1 0.0
H -6.480558 5.997647 -0.114088 -0.1 0.0 0.0
H -5.238596 4.871260 -0.670584 0.0 0.0 0.0
H -5.001446 0.286141 0.981411 0.0 0.0 0.0
H -6.316481 -0.436205 1.916295 -0.1 0.0 0.0
H -5.322219 0.835286 2.625560 0.0 0.1 -0.1
C 3.098712 -5.236990 -3.775150 0.0 -0.1 0.2
C 3.171613 -3.764454 -3.290300 -0.4 -0.8 -0.6
C 4.280642 -2.978751 -4.004305 0.3 0.2 0.1
C 5.694476 -3.234878 -3.487598 -0.1 -0.1 0.0
C 5.743184 -3.075625 -1.970752 0.1 0.2 -0.3
C 4.728958 -3.969976 -1.262164 0.4 -0.8 0.3
N 3.359806 -3.705133 -1.808072 0.4 1.4 -0.2
O 2.865510 -2.625199 -1.305576 -0.3 -0.5 0.1
C 5.145856 -5.442822 -1.412322 -0.1 0.0 -0.1
C 4.721005 -3.671920 0.230222 -0.1 0.2 0.2
C 1.840060 -3.119306 -3.654086 -0.1 0.2 0.1
H 3.428374 -5.952438 -3.029268 0.0 0.1 0.0
H 2.070497 -5.514031 -4.005397 0.0 0.1 -0.1
H 3.693709 -5.395430 -4.675330 0.0 0.0 0.0
H 4.072490 -1.910110 -3.896383 -0.1 0.0 0.1
H 4.225619 -3.196494 -5.072212 -0.1 0.0 0.0
H 6.042505 -4.226926 -3.789025 0.0 0.0 0.0
H 6.378371 -2.520652 -3.949603 0.0 0.0 0.0
H 6.741861 -3.308321 -1.594884 0.0 0.0 0.0
H 5.546006 -2.029690 -1.713719 -0.1 0.0 0.0
H 4.399084 -6.105140 -0.972050 0.0 0.0 0.0
H 6.085488 -5.602288 -0.883670 0.0 0.1 0.1
H 5.313074 -5.749472 -2.441629 0.0 0.0 0.0
H 4.540269 -2.618196 0.432336 -0.1 0.0 -0.1
H 5.690306 -3.936116 0.653045 0.1 -0.1 0.0
H 3.954301 -4.256608 0.740785 0.0 0.0 0.0
H 1.020150 -3.565457 -3.090630 0.0 0.0 0.0
H 1.657267 -3.283508 -4.716342 0.0 -0.1 0.0
H 1.836333 -2.046984 -3.472172 0.0 0.0 0.1
```
Positions in Å, forces in eV/Å.

Computed properties:
Energy above the lowest of the compared OMol25 structures with the same formula, charge and spin ... 0.0 kcal/mol
2S+1 ... 3